The following is a DFT calculation (the ωB97M-V functional and the def2-TZVPD basis) of a 5-piece molecular cluster, C23H51BBrNO12P overall.

Last column: Mulliken charge in e.
Element x y z (Å)
H: -2.30953 -3.52445 3.97725  0.156
O: -3.76578 -2.75266 1.71441  -0.549
H: 0.21599 -3.83806 4.23763  0.346
C: 0.83241 1.98503 -1.26335  -0.953
H: 3.45906 -7.86018 3.15141  0.270
C: -0.29256 -1.31085 3.66004  0.797
H: 1.45972 -8.16059 4.69653  0.257
C: -3.51640 4.08334 -4.11090  -1.265
C: -5.81575 -0.64566 -1.41930  -0.677
N: -2.84982 4.39468 0.30614  -0.550
H: 0.87018 0.05487 -2.21781  0.449
H: -3.68250 3.41269 -1.54663  -0.136
C: -2.19210 4.00539 -3.33637  0.117
P: -2.45756 4.17441 -1.44737  -0.115
O: 1.13896 -5.53725 5.68372  -0.563
C: 0.31949 0.99730 -2.33383  -0.483
C: 4.23657 -7.09569 3.14155  -0.981
H: 5.78222 2.70329 -2.75816  0.262
C: 2.01489 -7.73967 5.53434  -1.085
H: 1.47476 -7.95637 6.45269  0.330
H: 0.13488 2.47990 -3.89762  0.284
H: -3.85783 4.47333 0.39674  0.269
H: -1.80172 -5.17563 3.59287  0.453
H: -5.23187 0.14346 1.37910  0.281
H: -3.56841 3.30489 -4.87910  0.366
H: 6.49839 2.18225 -5.13508  0.270
C: 0.09116 4.35505 -0.69515  -0.303
H: -4.36992 3.95273 -3.43307  0.335
H: -1.73066 3.03466 -3.53813  -0.382
H: -4.99543 0.00970 -1.12731  0.047
C: -0.27305 -3.70464 3.27516  -0.335
H: -0.28148 -0.78523 5.70944  0.340
O: -0.14252 -2.34470 2.82731  -0.435
H: 0.64104 1.30381 2.26638  0.510
O: 3.13068 -5.66223 4.78282  -0.386
H: -2.16877 -4.00808 2.30419  0.313
H: 5.18634 -7.57594 2.90409  0.367
C: -1.72272 -4.12984 3.28693  -0.919
C: -4.33620 -0.44754 1.54628  -0.515
H: -6.78448 -0.78101 0.52306  0.387
H: 2.98909 -8.21821 5.58888  0.336
H: -7.16933 -2.08756 -0.57901  0.285
B: -0.38552 2.28966 0.95680  0.658
H: -6.59992 -0.02957 -1.85997  0.345
Br: 0.15964 0.25917 -5.11598  -0.255
H: 0.91056 4.49052 -1.41926  0.131
H: -0.51650 -2.51914 5.48252  0.294
O: -5.39133 -2.31444 0.31647  -0.385
O: 4.20987 3.71412 -5.11956  -0.379
C: 6.13486 2.56683 -6.08840  -0.993
C: 4.33086 -6.37489 4.47005  -0.426
C: 0.64381 1.53486 -3.72030  -0.487
H: -3.64299 5.04971 -4.60958  0.286
H: 1.38049 1.40820 -0.51443  0.452
C: -0.75357 -1.53756 5.08216  -1.033
H: 5.47661 1.81251 -6.51967  0.303
H: -3.53585 -0.03688 0.92899  -0.133
H: -2.44440 5.25780 0.65314  0.176
O: 0.77328 2.06304 1.68203  -0.715
C: 4.22810 3.74077 -3.76595  0.841
H: 6.99038 2.70695 -6.75088  0.370
C: -0.27311 2.84087 -0.55382  0.935
C: 5.55206 3.73203 -3.03409  -1.174
H: -3.11120 5.44431 -1.76915  -0.120
H: -0.74444 0.78258 -2.22875  0.327
C: 5.38322 3.87112 -5.91454  -0.442
H: 0.29024 -4.29463 2.55238  0.337
H: 6.01931 4.66236 -5.51257  0.379
H: -1.76667 1.01726 1.45805  0.123
H: 1.59030 2.61642 -1.73918  0.091
H: -1.49414 4.77215 -3.68850  0.425
O: 3.18536 3.70989 -3.17809  -0.527
O: -0.11935 -0.19257 3.24199  -0.664
H: 5.01601 4.21993 -6.87917  0.324
C: 2.06129 -6.23860 5.36477  0.849
O: -1.59475 1.95233 1.56561  -0.601
H: -1.83286 -1.39114 5.11496  0.233
H: 5.09988 -5.60537 4.42329  0.327
C: -4.48228 -1.91431 1.22533  0.649
H: 3.99462 -6.38794 2.34877  0.299
H: 5.43193 4.31585 -2.12485  0.361
H: 6.38578 4.14292 -3.59833  0.337
H: 1.71682 1.69707 -3.79287  0.258
O: -0.98921 5.09080 -1.17329  -0.613
H: 4.60238 -7.04606 5.28683  0.389
H: 0.49196 4.74981 0.25626  0.214
H: -5.43568 -1.32613 -2.18150  0.298
H: -4.05464 -0.35207 2.59233  0.370
C: -6.36619 -1.42914 -0.24880  -0.456
O: -1.54068 2.69748 -1.16402  -0.171

Properties
- E (hartree) = -4804.92573
- net charge = -1
- HOMO (eV) = -3.39
- gap between HOMO and LUMO (eV) = 5.09
- E_LUMO (eV) = 1.7